Entry 1:
{"formula": "AlB3H12", "method": "wB97M-V/def2-TZVPD", "homo_lumo_gap_ev": 5.164, "e_tot_ha": -323.76671, "homo_energy_ha": -0.3966, "de_lowest_kj_mol": 0.0, "mol_weight_g_mol": 71.51, "total_charge": 0, "species": ["Al", "B", "H", "H", "H", "H", "B", "H", "H", "H", "H", "B", "H", "H", "H", "H"], "coordinates": [[0.413928, 0.575423, 0.457340], [1.784897, -0.890209, 2.650825], [2.637580, -1.648585, 2.913902], [1.042266, -0.826471, 3.542904], [2.163821, 0.159405, 2.201759], [1.267346, -1.357995, 1.660707], [-0.898440, -1.579605, -1.363716], [-1.088777, -0.370598, -1.334758], [-0.270746, -1.936151, -2.272762], [-0.506904, -1.966341, -0.326632], [-2.013344, -1.924254, -1.525022], [-0.890361, 2.390104, -1.316397], [-1.185307, 3.400353, -1.809381], [-0.872623, 2.416065, -0.101273], [-1.714985, 1.615838, -1.655644], [0.131650, 1.943020, -1.721850]], "atomic_forces_ev_per_a": [[-1.04, -1.59, -1.28], [-1.55, 0.78, -0.63], [1.21, -0.33, -0.64], [-0.92, 0.56, 0.44], [0.90, 1.87, -0.04], [-1.12, -0.95, -1.18], [1.41, -0.74, 0.67], [-0.40, 2.01, -0.06], [1.12, 0.32, -0.60], [0.33, -0.75, 1.01], [-1.35, 0.53, 0.56], [0.35, -0.47, -0.88], [0.58, 1.43, 0.33], [-0.33, -0.59, 2.20], [-0.38, -1.41, 0.58], [1.17, -0.67, -0.48]]}



Entry 2:
{"formula": "C29H74ClN6O10", "method": "wB97M-V/def2-TZVPD", "homo_lumo_gap_ev": 8.225, "e_tot_ha": -2689.91840, "homo_energy_ha": -0.2141, "de_lowest_kj_mol": 606.4, "mol_weight_g_mol": 702.40, "total_charge": -1, "species": ["Cl", "O", "O", "O", "O", "C", "C", "C", "O", "C", "N", "H", "H", "H", "H", "H", "H", "H", "H", "H", "H", "H", "C", "C", "C", "O", "C", "N", "H", "H", "H", "H", "H", "H", "H", "H", "H", "H", "H", "C", "C", "C", "O", "C", "N", "H", "H", "H", "H", "H", "H", "H", "H", "H", "H", "H", "C", "C", "C", "O", "C", "N", "H", "H", "H", "H", "H", "H", "H", "H", "H", "H", "H", "C", "C", "C", "O", "C", "N", "H", "H", "H", "H", "H", "H", "H", "H", "H", "H", "H", "C", "C", "C", "C", "C", "C", "N", "O", "C", "C", "C", "H", "H", "H", "H", "H", "H", "H", "H", "H", "H", "H", "H", "H", "H", "H", "H", "H", "H", "H"], "coordinates": [[0.402688, 1.155462, -0.169796], [1.218312, 1.229695, -1.330674], [-0.929826, 1.369685, -0.584047], [0.639715, -0.067284, 0.558292], [0.667042, 2.260307, 0.621844], [-0.839943, 3.145920, -3.455777], [-1.395754, 1.801917, -4.022276], [-1.128490, 1.698769, -5.534893], [-1.397492, 0.346856, -6.047547], [-1.692695, 0.373658, -7.452326], [-0.819195, 0.607690, -3.447579], [0.234126, 3.309386, -3.543942], [-1.047436, 3.291454, -2.395651], [-1.262055, 4.027469, -3.938271], [-2.444261, 1.728719, -3.733514], [-0.131556, 2.110927, -5.690929], [-1.781210, 2.432119, -6.008459], [-0.770319, 0.674526, -7.949121], [-2.621574, 0.849604, -7.766606], [-1.931803, -0.688128, -7.511796], [0.075956, 1.071807, -3.505871], [-0.945842, 0.905399, -2.490800], [-0.636033, -3.454707, 0.127983], [-1.334589, -3.089238, -1.181396], [-2.545008, -2.136999, -0.849224], [-2.713780, -1.199931, -1.962173], [-3.984148, -0.562108, -1.788195], [-0.300267, -2.471424, -2.043917], [0.004826, -2.713658, 0.605742], [-0.126421, -4.395618, -0.079599], [-1.366895, -3.685043, 0.903158], [-1.768723, -4.021626, -1.542345], [-2.483746, -1.419761, -0.030745], [-3.401086, -2.806580, -0.766205], [-3.899805, 0.237039, -2.524641], [-3.955582, -0.031076, -0.836732], [-4.909456, -1.114237, -1.952729], [0.251542, -3.317045, -2.066915], [0.307872, -1.872728, -1.503691], [3.435969, 3.265452, -4.376280], [2.784430, 2.133414, -5.150070], [3.534763, 2.024344, -6.447976], [2.784441, 1.361897, -7.463524], [3.455670, 1.387815, -8.743272], [2.886248, 0.961247, -4.293949], [4.519452, 3.166922, -4.309544], [2.899514, 3.289207, -3.427736], [3.215424, 4.273662, -4.726960], [1.732107, 2.389878, -5.272351], [4.420946, 1.403282, -6.317353], [3.812219, 3.010619, -6.819961], [3.014182, 0.627109, -9.387098], [4.504663, 1.093112, -8.772533], [3.388891, 2.422946, -9.078152], [2.857814, 1.394341, -3.381967], [3.840191, 0.632200, -4.336460], [-4.174543, 3.121439, 3.387621], [-4.042988, 3.314774, 1.936225], [-2.584438, 3.634945, 1.347059], [-2.395441, 4.996253, 1.214636], [-1.241994, 5.362535, 0.428422], [-4.631587, 2.169901, 1.302094], [-4.031325, 4.026004, 3.978690], [-3.500481, 2.355751, 3.771627], [-5.180213, 2.775993, 3.627209], [-4.691671, 4.141124, 1.645605], [-2.569182, 3.120231, 0.386364], [-1.968655, 3.200072, 2.134335], [-0.996255, 6.387059, 0.149044], [-1.146058, 4.831482, -0.518616], [-0.304379, 5.088233, 0.911893], [-3.926683, 1.448983, 1.242914], [-5.405340, 1.716793, 1.766964], [-1.880996, -1.394732, 3.264439], [-3.139390, -0.921465, 2.521116], [-4.320324, -0.602524, 3.390814], [-4.782807, -1.792392, 4.087172], [-5.780697, -1.537413, 5.041496], [-2.690888, 0.269223, 1.802324], [-1.267101, -1.925596, 2.536838], [-2.147751, -2.124583, 4.028808], [-1.301049, -0.666711, 3.831668], [-3.532265, -1.642920, 1.804707], [-5.076466, -0.180112, 2.729075], [-4.040154, 0.237043, 4.027007], [-6.047471, -2.549001, 5.347485], [-6.667520, -1.336901, 4.440292], [-5.598342, -0.805571, 5.828419], [-1.985353, 0.004315, 1.129907], [-2.374382, 1.061121, 2.343452], [4.447251, -2.153340, 2.052998], [4.298961, -3.277761, 3.069482], [5.469084, -3.134303, 4.047960], [5.405405, -1.942588, 4.970838], [3.972271, -1.749720, 5.591398], [2.716515, -2.029400, 4.644934], [3.002550, -3.192061, 3.728380], [1.858498, -3.722770, 3.063166], [1.559296, -2.419541, 5.575087], [2.260027, -0.772460, 4.002937], [4.329159, -4.613805, 2.313909], [3.470271, -1.768880, 1.760072], [5.073836, -2.420358, 1.202002], [4.928026, -1.211178, 2.316232], [5.436746, -3.984194, 4.729688], [6.434671, -3.242253, 3.553908], [5.624172, -0.981222, 4.506067], [6.074876, -1.865840, 5.827584], [4.009524, -0.728779, 5.971395], [3.874712, -2.386489, 6.470656], [0.593955, -2.422179, 5.068912], [1.819727, -3.441948, 5.848874], [1.421179, -1.777141, 6.444767], [1.661413, -0.193989, 4.706595], [3.091398, -0.147416, 3.676970], [1.530447, -1.007204, 3.227883], [5.277876, -5.129377, 2.462972], [4.036380, -4.542972, 1.266359], [3.679857, -5.429222, 2.632656], [1.742086, -4.513624, 3.594765]], "atomic_forces_ev_per_a": [[0.78, 0.09, -0.95], [1.31, -0.81, -1.11], [-3.07, -1.50, -0.49], [-0.59, -0.37, -0.22], [1.71, 2.72, 3.25], [-0.35, 0.27, -0.13], [-1.07, 0.24, -1.03], [-1.51, -0.09, 0.43], [-0.03, 2.98, 0.37], [0.42, -1.71, 1.76], [1.06, 1.98, 0.63], [0.31, -0.57, -0.19], [-0.16, -0.44, 0.08], [-0.37, -0.01, -0.32], [-0.51, 0.51, -0.70], [0.47, -0.78, -0.41], [-0.33, -0.06, -0.48], [-0.35, 0.02, -0.69], [0.17, 0.86, 0.22], [0.39, -0.20, -1.16], [2.04, -1.72, 0.01], [-0.36, -1.37, 1.04], [-0.92, -1.05, 0.63], [-0.08, 2.86, 2.39], [0.99, 0.73, -2.50], [-1.60, -1.95, 0.86], [1.87, 1.58, -0.66], [-0.84, -1.80, -0.49], [0.19, 0.19, -0.64], [0.57, 0.06, 0.38], [-0.30, -0.28, 0.19], [0.27, 0.23, -0.82], [0.49, -0.87, 0.63], [-0.46, 0.21, 0.29], [-0.57, 0.08, -0.19], [-0.50, -0.16, 0.41], [0.21, -0.58, 0.10], [1.02, -0.07, -1.02], [-0.34, 0.64, 0.37], [-0.86, 1.23, 0.23], [0.75, 0.72, 0.20], [-0.63, -0.95, -1.15], [0.50, -0.46, -0.81], [-0.57, 0.03, 1.01], [-0.09, -0.13, -0.16], [-0.04, -0.19, 0.37], [0.67, -0.13, 0.54], [0.11, 0.09, -0.70], [0.07, -0.15, -0.41], [0.53, 0.26, 0.37], [0.15, 0.26, 0.04], [-0.63, 0.51, -0.06], [0.39, 0.10, 0.83], [-0.05, -0.10, -0.70], [-0.50, -0.77, 0.70], [0.28, -0.33, -0.20], [0.28, 0.43, 2.01], [-0.63, 1.25, -1.40], [-2.39, -1.49, 1.02], [0.73, 2.26, -0.80], [1.25, -1.29, 0.02], [0.16, -0.73, -1.93], [0.26, 0.17, 0.07], [0.21, -0.04, 0.04], [-0.13, 0.01, -0.04], [0.23, 0.59, 0.07], [0.59, -0.16, 0.05], [1.02, -0.11, -0.46], [-1.54, 0.59, 0.60], [-0.68, -0.40, -0.12], [-0.04, -0.45, 0.60], [0.00, -0.43, -0.37], [-0.12, 0.60, 0.38], [-0.84, -1.92, 0.55], [1.57, 0.88, 0.82], [-0.24, -0.16, 0.26], [1.69, 1.68, -0.39], [-1.11, -1.44, -1.65], [-0.90, -0.41, -1.21], [0.39, 0.26, 0.14], [-0.10, -0.44, 0.04], [-0.20, 0.58, -0.58], [0.56, -0.23, -0.13], [-0.55, -0.29, 0.02], [-0.09, -0.21, 0.83], [0.30, 0.13, 1.09], [-0.50, 1.06, 0.32], [0.27, -0.11, -0.06], [0.31, 0.39, 0.01], [0.32, -0.45, 0.40], [0.08, 1.25, -1.19], [-0.53, 0.57, -1.20], [0.02, -1.13, 1.52], [-1.63, 1.64, 0.20], [0.42, -0.92, -0.88], [0.34, -0.29, 1.05], [0.51, 0.55, 2.97], [0.94, 0.80, 0.09], [0.16, -1.11, -0.29], [-0.35, 1.01, -0.79], [0.22, -1.16, 0.05], [-0.09, -0.54, -0.63], [-0.39, -0.42, -0.32], [0.22, -0.11, 1.10], [-0.10, -0.49, 0.03], [-0.12, 0.27, -0.42], [0.03, -0.10, -0.77], [0.38, -0.96, -0.07], [-0.73, 0.12, -0.10], [0.00, -0.27, -0.02], [0.08, -0.10, -0.27], [-0.46, -0.14, 0.63], [0.49, 0.03, 0.01], [0.26, 0.19, 0.26], [-0.23, 0.06, -0.48], [0.34, 0.17, -0.52], [0.53, 0.46, -0.59], [0.50, 0.36, -0.06], [-0.56, 0.49, 0.78], [-0.41, -0.19, -0.20]]}



> What is the formula in the first record?

AlB3H12



> What is the formula in the second record?

C29H74ClN6O10